# 1
Formula: C23H56N5O7
Source: the OMol25 dataset
Level of theory: ωB97M-V with the def2-TZVPD basis set

Calculated values
highest occupied orbital energy: -11.20 eV
HOMO-LUMO gap: 7.829 eV

Geometry as ORCA input:
```
! RIJCOSX wB97M-V def2-TZVPD def2/J DEFGRID3
* xyz 1 1
O 0.09989 -4.31711 0.12365
N 0.80206 -3.51189 -0.41785
O 0.86220 -3.89950 -1.73097
C 0.72558 -2.78370 -2.63686
N -0.20261 -1.71873 -2.18332
C -1.49881 -1.86954 -1.88573
N -2.04915 -3.19877 -1.97616
C -3.40239 -2.97946 -1.57477
N -3.60495 -1.58893 -1.31432
N -2.46466 -0.87370 -1.47484
H 0.33949 -3.18331 -3.64146
H 1.73600 -2.29194 -2.87980
H 0.17920 -0.75856 -2.14436
H -4.13035 -3.84891 -1.50580
H -4.53319 -1.23601 -1.04081
H -2.29675 0.13984 -1.35350
C 0.27257 4.46210 -1.80325
C -0.30626 3.25370 -2.51676
O -1.72033 3.14989 -2.39876
C -2.48117 4.21865 -2.95059
C -2.29597 4.38125 -4.44890
H -0.07233 4.50105 -0.76718
H 1.36424 4.42360 -1.81186
H -0.03182 5.39430 -2.28442
H 0.10696 2.34715 -2.06310
H -0.00952 3.23780 -3.57078
H -2.26602 5.15255 -2.42220
H -3.52965 3.98390 -2.75030
H -1.28496 4.71630 -4.69306
H -2.99626 5.12116 -4.84162
H -2.45886 3.43106 -4.96402
C 5.25971 1.42577 -2.15000
C 4.11817 0.57154 -1.63022
O 3.92040 -0.62371 -2.37758
C 5.00308 -1.54601 -2.39501
C 5.36039 -2.08362 -1.02040
H 5.15003 1.60670 -3.22217
H 5.28490 2.38538 -1.62921
H 6.22566 0.93843 -1.99798
H 3.18847 1.14220 -1.71096
H 4.24991 0.33996 -0.56858
H 5.87520 -1.10146 -2.88442
H 4.68540 -2.38043 -3.02630
H 5.78055 -1.30246 -0.38228
H 6.10184 -2.88098 -1.10349
H 4.47325 -2.47598 -0.51595
C 1.69634 1.71932 2.37555
C 3.19615 1.55236 2.20808
O 3.77677 2.51019 1.33491
C 3.66672 3.87167 1.72890
C 4.35793 4.17703 3.04613
H 1.20052 1.76405 1.40170
H 1.28099 0.88548 2.94662
H 1.45415 2.64170 2.90850
H 3.39319 0.57264 1.76343
H 3.70479 1.56227 3.17766
H 2.61549 4.17842 1.75390
H 4.14215 4.45874 0.93877
H 3.85351 3.69060 3.88504
H 4.35920 5.25253 3.23601
H 5.39016 3.81848 3.03278
C 1.57939 2.97914 8.73273
C 1.21265 2.91493 7.26064
O 2.11753 2.13975 6.48614
C 2.22675 0.76575 6.82901
C 0.92693 -0.00288 6.66583
H 2.62010 3.28700 8.85840
H 0.93448 3.68875 9.25600
H 1.46561 2.00597 9.21657
H 1.24376 3.92622 6.84654
H 0.18741 2.55379 7.12442
H 2.62624 0.65549 7.84234
H 2.97331 0.33969 6.15357
H 0.17746 0.31969 7.39269
H 1.09485 -1.07219 6.81218
H 0.50615 0.15668 5.66948
C -8.40109 -4.26460 -3.38691
C -6.92931 -4.41029 -3.04464
O -6.66314 -5.45008 -2.11456
C -7.00777 -6.76825 -2.52487
C -6.24950 -7.23604 -3.75461
H -9.00303 -4.18707 -2.47853
H -8.56480 -3.37364 -3.99751
H -8.76777 -5.12600 -3.94947
H -6.58498 -3.48353 -2.57406
H -6.32509 -4.54413 -3.94880
H -8.08906 -6.85136 -2.67216
H -6.75804 -7.42461 -1.68782
H -6.54300 -6.67286 -4.64410
H -6.44987 -8.29183 -3.94749
H -5.17335 -7.09851 -3.62079
*
```


# 2
Formula: C23H56O9P3
Source: the OMol25 dataset
Level of theory: ωB97M-V with the def2-TZVPD basis set

Calculated values
highest occupied orbital energy: -11.07 eV
HOMO-LUMO gap: 7.689 eV

Geometry as ORCA input:
```
! RIJCOSX wB97M-V def2-TZVPD def2/J DEFGRID3
* xyz 1 1
C 1.68622 -6.59611 -4.27599
O 2.42265 -5.39761 -4.17993
C 1.62155 -4.23745 -4.25897
C 2.34524 -3.08426 -3.58894
C 1.42137 -1.97816 -3.07556
C 0.45583 -1.38327 -4.12060
C -0.82207 -0.82993 -3.47534
C -1.93530 -1.84910 -3.19038
C -2.12386 -2.94101 -4.24318
C -2.59719 -2.37853 -5.59980
C -3.67025 -3.26222 -6.25766
C -5.11617 -2.75163 -5.98672
P -5.94178 -3.65737 -4.67125
H 0.81321 -6.48077 -4.92724
H 2.32251 -7.37062 -4.69644
H 1.33582 -6.90981 -3.28767
H 1.43745 -4.00872 -5.31780
H 0.64992 -4.42019 -3.78001
H 3.11522 -2.66870 -4.23933
H 2.86626 -3.50889 -2.72896
H 0.89309 -2.30236 -2.17584
H 2.07810 -1.16099 -2.77029
H 0.25500 -2.07191 -4.94121
H 0.96524 -0.52608 -4.56442
H -1.18432 0.02237 -4.05141
H -0.51037 -0.42318 -2.50984
H -1.82062 -2.30642 -2.20702
H -2.88291 -1.29851 -3.15001
H -1.21261 -3.51698 -4.39115
H -2.87035 -3.64484 -3.85063
H -1.75313 -2.32419 -6.28375
H -2.99980 -1.37902 -5.42862
H -3.54585 -3.30221 -7.33676
H -3.55852 -4.27943 -5.87814
H -5.72415 -2.86427 -6.88321
H -5.08833 -1.70288 -5.69437
H -7.27968 -3.92362 -4.95656
H -5.92872 -2.95969 -3.46530
H -5.34678 -4.89526 -4.43993
O 1.05052 5.48135 0.37163
P -0.16229 4.86710 -0.16552
O -0.02888 4.42738 -1.69224
C 1.24206 4.14020 -2.28867
C 1.50475 2.65039 -2.33828
O -1.35692 5.90888 -0.26290
C -1.19395 7.26711 0.16414
C -0.79173 8.16026 -0.99049
O -0.99841 3.71578 0.51357
C -0.45956 2.39517 0.70878
C 0.83652 2.38480 1.49231
H 2.04246 4.66094 -1.76154
H 1.20145 4.54463 -3.30031
H 1.61493 2.23894 -1.33347
H 2.42135 2.43742 -2.88949
H 0.67143 2.13571 -2.82143
H -0.46935 7.32707 0.97533
H -2.16079 7.57237 0.56436
H 0.05605 7.73474 -1.52814
H -0.51583 9.15092 -0.62876
H -1.61373 8.26755 -1.69932
H -0.35008 1.90574 -0.26278
H -1.22711 1.84610 1.25178
H 1.59694 3.00640 1.01602
H 1.22099 1.36830 1.57821
H 0.67402 2.77697 2.49578
O 1.16114 0.63085 5.46992
P 1.72641 0.59795 6.83981
O 0.91907 -0.49808 7.69532
C 0.52567 -1.75900 7.14930
C 1.48047 -2.86635 7.54537
O 1.07215 1.98201 7.42808
C 0.43293 2.94576 6.60220
C -1.06388 2.71124 6.52876
O 2.96626 0.86154 7.81188
C 3.93406 -0.16588 8.09171
C 4.57717 -0.72087 6.83863
H 0.43379 -1.69318 6.06342
H -0.46784 -1.96612 7.54830
H 2.46587 -2.71598 7.09961
H 1.10218 -3.83088 7.20524
H 1.60283 -2.90252 8.62812
H 0.87223 2.95540 5.60486
H 0.63956 3.91538 7.05854
H -1.27616 1.67160 6.27870
H -1.51930 3.35586 5.77475
H -1.53228 2.92307 7.49077
H 3.46301 -0.94990 8.68853
H 4.68605 0.30698 8.72075
H 3.82553 -1.11949 6.14899
H 5.26798 -1.52594 7.08822
H 5.12840 0.05823 6.31182
*
```


# 3
Formula: C23H57GaN6O7P2
Source: the OMol25 dataset
Level of theory: ωB97M-V with the def2-TZVPD basis set

Calculated values
highest occupied orbital energy: 0.03 eV
HOMO-LUMO gap: 2.437 eV

Geometry as ORCA input:
```
! RIJCOSX wB97M-V def2-TZVPD def2/J DEFGRID3
* xyz -2 1
C 4.84507 2.03534 -2.98380
C 4.06123 1.05506 -1.98973
O 2.66330 1.33580 -1.83756
C 2.54336 2.44332 -0.88245
Ga 1.40672 2.05244 0.79296
C 1.97768 0.30704 1.80261
C 3.34814 0.55062 2.56830
C 4.63333 -0.27814 2.14760
C 4.50055 -1.33400 0.97007
C 5.86341 0.72105 1.77901
C -0.55211 1.68294 0.12331
C -1.57551 1.87763 1.34335
O -1.55318 1.03304 2.26771
O -2.42488 3.00701 1.35381
C 1.26798 3.68065 2.06459
O 0.27269 4.50775 1.98282
O 2.22589 3.97665 3.04022
H 4.25436 2.35116 -3.89864
H 5.23694 2.90647 -2.35793
H 5.78585 1.46193 -3.32542
H 4.13228 -0.03191 -2.37020
H 4.64486 1.06921 -0.99711
H 3.54986 2.89659 -0.56511
H 2.00301 3.29432 -1.44942
H 1.15795 0.18175 2.60473
H 1.90004 -0.60988 1.13873
H 3.60186 1.67219 2.48315
H 3.17228 0.38292 3.69476
H 5.00126 -0.85627 3.07479
H 3.54017 -1.96637 1.00698
H 4.63631 -0.92065 -0.08204
H 5.35249 -2.10236 1.10865
H 5.51249 1.68594 1.28521
H 6.43341 0.91477 2.74079
H 6.48687 0.17210 0.98284
H -0.61810 0.56701 -0.15393
H -0.82719 2.33733 -0.77987
H -2.09060 3.59005 0.63265
O -1.79110 -4.59470 4.62155
P -3.09701 -3.80298 4.83677
N -2.40535 -2.30736 4.37946
C -2.62330 -1.00213 4.97278
C -2.27060 -2.14949 2.92950
N -3.05061 -4.05016 6.55044
C -1.97989 -3.45006 7.34053
C -3.15745 -5.46487 6.90899
N -4.68406 -2.99038 5.04070
C -5.23542 -2.54809 6.31488
C -5.72776 -3.72624 4.31274
H -3.58547 -0.56209 4.68234
H -1.83876 -0.30753 4.65897
H -2.56942 -1.01883 6.06015
H -3.22900 -1.87094 2.47256
H -1.93490 -3.08020 2.46212
H -1.52666 -1.38929 2.67779
H -0.99183 -3.59924 6.89452
H -1.95589 -3.86464 8.35505
H -2.14780 -2.38390 7.48050
H -2.21180 -5.99878 6.75730
H -3.92253 -5.95912 6.30011
H -3.45831 -5.57858 7.95523
H -5.53357 -3.38315 6.95878
H -6.12260 -1.92932 6.13868
H -4.54130 -1.91466 6.86657
H -5.96313 -4.67878 4.80373
H -5.38919 -3.94544 3.29315
H -6.64473 -3.13690 4.22169
O 0.57365 2.96669 -4.46806
P -0.25086 2.29270 -5.57903
N -0.77097 1.00973 -4.57143
C -0.91170 -0.38935 -4.91086
C -1.85403 1.38935 -3.66559
N 1.16512 1.87825 -6.48238
C 2.12156 0.92056 -5.93123
C 1.89842 3.06129 -6.93693
N -1.24811 1.62674 -6.91422
C -0.73902 0.79989 -8.00042
C -2.09412 2.68210 -7.49002
H -1.81209 -0.59071 -5.50781
H -0.97902 -0.99469 -4.00183
H -0.05089 -0.78150 -5.44869
H -2.82148 1.40144 -4.18744
H -1.68597 2.38655 -3.25073
H -1.92042 0.70706 -2.81417
H 2.36743 1.12393 -4.88408
H 3.05741 0.92230 -6.50181
H 1.74714 -0.09857 -6.01565
H 2.48594 3.51417 -6.12999
H 1.20568 3.82168 -7.31430
H 2.57372 2.80686 -7.75980
H -0.10577 1.36065 -8.69678
H -1.57663 0.38363 -8.57228
H -0.17722 -0.05993 -7.63575
H -1.50009 3.40163 -8.06708
H -2.60566 3.23004 -6.69011
H -2.87267 2.26483 -8.13555
*
```


# 4
Formula: C23H58N5O8
Source: the OMol25 dataset
Level of theory: ωB97M-V with the def2-TZVPD basis set

Calculated values
highest occupied orbital energy: -12.02 eV
energy above the lowest of the compared OMol25 structures with the same formula, charge and spin: 118.77 kcal/mol
HOMO-LUMO gap: 6.380 eV

Geometry as ORCA input:
```
! RIJCOSX wB97M-V def2-TZVPD def2/J DEFGRID3
* xyz 1 1
C 4.81662 -2.11162 1.79991
O 4.43455 -1.00171 1.02305
C 3.60103 -0.06969 1.68970
C 2.42345 0.27768 0.80182
C 1.53363 1.42271 1.30065
C 1.19088 1.48639 2.80895
C -0.23527 1.00678 3.12805
C -0.56787 -0.34672 2.50054
N 0.59488 -1.26736 2.81221
C -0.05691 -2.48110 2.65020
N 0.33438 -3.40719 1.81256
N -1.26816 -2.54821 3.39439
C -1.78448 -1.16042 3.08832
C -2.81591 -1.37411 1.97553
N -3.38426 -0.10375 1.57277
O -2.36607 -0.51387 4.20532
C -3.10813 -1.28427 4.94857
N -3.69861 -2.02167 5.59721
H 5.05403 -1.83506 2.83227
H 4.04242 -2.89249 1.79986
H 5.71549 -2.53975 1.35558
H 3.23198 -0.52920 2.61673
H 4.16010 0.82433 1.99055
H 1.85330 -0.63076 0.58253
H 2.83263 0.59487 -0.16236
H 1.93419 2.37705 0.96519
H 0.57709 1.32532 0.77295
H 1.22418 2.53575 3.11016
H 1.90271 0.96976 3.45558
H -0.35446 0.90019 4.21248
H -0.96177 1.76311 2.82483
H -0.71248 -0.23428 1.42756
H 0.76258 -1.17387 3.81705
H 0.40437 -4.38659 2.07243
H 0.60096 -3.16291 0.86385
H -0.98651 -2.59087 4.38194
H -2.29375 -1.90861 1.16243
H -3.58534 -2.05934 2.33968
H -4.21777 -0.26817 1.02114
H -2.72853 0.38257 0.96993
C -2.84050 -0.94520 -2.24535
C -3.97793 0.04041 -2.43275
O -3.74367 1.23672 -1.69984
H -2.72174 -1.18330 -1.18331
H -3.01274 -1.87345 -2.79278
H -1.89938 -0.51113 -2.59416
H -4.91540 -0.38082 -2.06927
H -4.09677 0.28213 -3.49051
H -2.93016 1.61775 -2.04961
C 2.60336 -1.65927 -3.27506
C 1.31126 -0.86700 -3.34142
O 1.45365 0.43501 -2.77874
H 2.94649 -1.74575 -2.24224
H 2.47170 -2.66012 -3.68871
H 3.39204 -1.15901 -3.84065
H 0.52667 -1.35906 -2.76421
H 0.96574 -0.78819 -4.37631
H 2.13061 0.90227 -3.27858
C -0.56370 -6.78049 4.29518
C -1.59474 -6.65376 3.18852
O -2.57114 -5.66314 3.48010
H -1.04958 -7.02099 5.23982
H 0.16733 -7.55775 4.06974
H -0.02469 -5.83534 4.43860
H -2.13720 -7.58780 3.05836
H -1.10304 -6.42027 2.23189
H -2.11184 -4.82633 3.59480
C 5.27731 4.87829 0.96863
C 4.43790 3.61814 0.90356
O 3.42838 3.69531 -0.10350
H 4.64599 5.74567 1.16195
H 6.02768 4.80820 1.75669
H 5.79255 5.04762 0.02070
H 3.91258 3.46004 1.84665
H 5.07583 2.74689 0.71731
H 3.87370 3.82403 -0.94695
C -1.31995 0.31250 -6.10612
C -2.35876 1.40722 -5.95630
O -2.46566 1.85990 -4.60979
H -1.56473 -0.53587 -5.46364
H -1.26245 -0.03631 -7.13788
H -0.33340 0.67972 -5.81241
H -3.34646 1.04025 -6.23343
H -2.11428 2.25370 -6.60457
H -1.60571 2.21670 -4.35601
C -2.96200 6.18803 -3.07228
C -2.09468 4.94671 -3.01587
O -1.36890 4.74624 -4.22938
H -3.66457 6.11973 -3.90274
H -3.52444 6.31489 -2.14666
H -2.35068 7.08019 -3.22697
H -2.71075 4.05735 -2.88134
H -1.39083 5.01033 -2.17811
H -0.80743 5.51548 -4.36714
*
```


| no. | total energy (Eh) |
| --- | --- |
| 1 | -1709.90653 |
| 2 | -2611.01058 |
| 3 | -4372.89782 |
| 4 | -1786.40980 |